[1]
The following is a DFT calculation (wB97M-V/def2-TZVPD) of a cluster of 2 separate species, Cl2H3NSi in total at a distorted geometry.

Each line ends with the natural charge from an NBO analysis.
Element x y z (Å)
N 0.082 0.730 -0.079  -1.37
Si 1.202 -0.388 0.160  1.52
Cl 3.210 -0.243 -0.494  -0.41
Cl -3.543 -0.201 -0.327  -0.26
H 0.368 1.672 -0.278  0.40
H -2.514 0.170 0.181  0.26
H 1.196 -1.739 0.839  -0.15

The calculation puts the HOMO energy (alpha / beta) at -10.483 / -10.483 eV. As for the charge: 0. Its structure (SMILES) is [H]/N=[SiH]\Cl.Cl. The calculation puts the energy relative to the best compared isomer or geometry (same formula, charge and spin) at 307.4 kJ/mol. As for the HOMO-LUMO gap (alpha / beta): 10.272 / 10.272 eV.



[2]
The following is a DFT calculation (wB97M-V/def2-TZVPD) of a structure of composition C22H23AsClNO5SSr.

Each line ends with the natural charge from an NBO analysis.
Element x y z (Å)
Sr -0.442 0.145 -0.154  1.83
O 3.443 -1.030 1.267  -0.64
C 2.231 -0.934 1.172  0.74
O 1.495 -1.109 0.144  -0.89
C 1.485 -0.536 2.462  0.15
C 2.183 -0.591 3.692  -0.24
C 1.542 -0.226 4.833  -0.12
C 0.188 0.185 4.777  -0.13
C -0.553 0.565 5.922  -0.18
C -1.865 0.924 5.813  -0.21
C -2.500 0.908 4.549  -0.22
C -1.807 0.553 3.428  -0.18
C -0.436 0.203 3.516  0.22
N 0.236 -0.139 2.373  -0.56
H 3.213 -0.914 3.664  0.26
H 2.046 -0.257 5.792  0.22
H -0.064 0.555 6.889  0.22
H -2.427 1.206 6.694  0.22
H -3.547 1.174 4.473  0.22
H -2.295 0.532 2.459  0.22
C 0.649 5.852 -0.010  -0.97
As -0.135 4.145 0.379  1.46
C -1.867 4.140 -0.449  -0.99
C -0.519 4.161 2.258  -0.98
S 1.202 2.652 -0.251  -0.75
H 0.005 6.665 0.319  0.24
H 0.810 5.905 -1.085  0.25
H 1.610 5.897 0.499  0.25
H -2.403 5.039 -0.142  0.24
H -2.411 3.254 -0.118  0.28
H -1.742 4.128 -1.530  0.25
H -1.105 5.050 2.490  0.24
H 0.414 4.159 2.818  0.26
H -1.087 3.269 2.507  0.26
C -5.712 -2.236 -3.988  -0.63
C -5.031 -0.904 -4.124  -0.06
C -4.669 -0.392 -5.356  -0.22
C -4.034 0.839 -5.458  -0.04
Cl -3.588 1.447 -7.027  -0.01
C -3.753 1.577 -4.329  -0.23
C -4.109 1.079 -3.080  -0.31
C -4.743 -0.152 -2.981  0.38
O -5.146 -0.707 -1.800  -0.49
C -4.734 -0.066 -0.616  -0.18
C -3.224 -0.018 -0.422  0.75
O -2.519 -0.971 -0.815  -0.78
O -2.761 1.003 0.177  -0.86
H -5.828 -2.710 -4.961  0.21
H -6.697 -2.122 -3.534  0.22
H -5.135 -2.894 -3.337  0.23
H -4.878 -0.959 -6.254  0.22
H -3.258 2.535 -4.416  0.22
H -3.883 1.666 -2.199  0.22
H -5.153 -0.655 0.199  0.22
H -5.130 0.951 -0.550  0.19

The calculation puts the HOMO energy at -8.411 eV. As for the charge: 0. The calculation puts the energy relative to the best compared isomer or geometry (same formula, charge and spin) at 0.0 kJ/mol. As for the HOMO-LUMO gap: 8.314 eV.



[3]
The following is a DFT calculation (wB97M-V/def2-TZVPD) of a structure of composition C28H30MnN4O2S4SbTe at a distorted geometry.

Each line ends with the natural charge from an NBO analysis.
Element x y z (Å)
Mn 1.684 0.450 1.321  0.54
S -0.329 3.315 4.012  -0.45
Sb 1.738 2.689 3.993  1.33
S 1.408 0.011 3.391  0.27
S 2.152 2.493 1.318  0.29
S 3.761 2.679 4.759  -0.47
C 6.458 2.823 1.331  -0.40
N 5.797 1.482 1.323  -0.33
C 6.528 0.328 1.356  0.15
C 5.929 -0.874 1.392  -0.32
C 4.510 -0.909 1.399  0.50
N 3.781 0.237 1.308  -0.61
C 4.460 1.393 1.308  0.80
O 3.852 2.548 1.287  -0.57
N 3.878 -2.068 1.480  -0.71
H 7.530 2.656 1.312  0.25
H 6.174 3.354 2.235  0.25
H 6.150 3.378 0.451  0.25
H 7.602 0.450 1.363  0.27
H 6.514 -1.781 1.433  0.28
H 4.407 -2.919 1.598  0.44
H 2.881 -2.125 1.632  0.42
C -1.081 -5.229 -3.147  -0.65
C -0.962 -3.901 -2.455  0.07
C -2.060 -3.294 -1.860  -0.15
C -1.985 -2.049 -1.244  -0.03
C -3.228 -1.514 -0.585  -0.64
C -0.736 -1.415 -1.248  -0.31
Te -0.526 0.580 -0.725  1.52
N -0.286 0.413 1.292  -0.93
C -0.973 0.267 2.399  0.67
O -0.293 -0.019 3.496  -0.57
C -2.408 0.386 2.610  -0.14
C -3.078 -0.485 3.468  -0.15
C -4.435 -0.310 3.680  -0.19
C -5.107 0.749 3.079  -0.14
C -4.425 1.647 2.264  -0.20
C -3.074 1.461 2.027  -0.22
C -2.125 1.513 -1.774  -0.30
C -3.393 1.793 -1.291  -0.16
C -4.294 2.423 -2.133  -0.20
C -3.916 2.751 -3.428  -0.14
C -2.642 2.446 -3.881  -0.17
C -1.695 1.824 -3.069  -0.05
C -0.326 1.515 -3.632  -0.66
C 0.421 -2.016 -1.788  -0.05
C 1.807 -1.408 -1.789  -0.61
C 0.274 -3.253 -2.385  -0.21
H -2.075 -5.656 -3.037  0.24
H -0.354 -5.941 -2.753  0.24
H -0.876 -5.115 -4.214  0.25
H -3.013 -3.811 -1.863  0.23
H -3.744 -2.325 -0.070  0.26
H -3.919 -1.100 -1.321  0.25
H -3.028 -0.748 0.166  0.19
H -2.552 -1.304 3.942  0.24
H -4.969 -0.990 4.329  0.25
H -6.164 0.890 3.267  0.25
H -4.945 2.500 1.844  0.24
H -2.510 2.204 1.475  0.22
H -3.704 1.513 -0.302  0.23
H -5.291 2.648 -1.776  0.25
H -4.618 3.239 -4.091  0.25
H -2.361 2.695 -4.897  0.24
H -0.291 1.793 -4.683  0.27
H -0.088 0.447 -3.597  0.22
H 0.469 2.076 -3.134  0.23
H 2.026 -0.814 -0.891  0.14
H 1.979 -0.750 -2.644  0.25
H 2.560 -2.193 -1.823  0.25
H 1.147 -3.738 -2.809  0.23

The calculation puts the HOMO energy (alpha / beta) at -16.523 / -16.523 eV. As for the spin multiplicity: 2. As for the charge: +3. As for the HOMO-LUMO gap (alpha / beta): 7.407 / 7.449 eV.



| no. | calculated total energy (Ha) |
| --- | --- |
| 1 | -1266.4390 |
| 2 | -4408.1569 |
| 3 | -4705.4984 |